Arrangement A

Entry from the Open Molecules 2025 dataset: a cluster of 2 separate species, C3H10N in total (ωB97M-V/def2-TZVPD).

Geometry as XYZ:
```
14
Properties=species:S:1:pos:R:3
N 1.13 1.41 -0.12
C -0.48 -0.38 0.41
C -1.24 -1.68 0.07
C 0.56 0.10 -0.58
H 0.32 4.26 1.02
H -2.08 -1.93 0.68
H 1.88 1.16 0.53
H -1.23 0.33 0.75
H 1.30 -0.68 -0.73
H -0.48 -2.44 0.05
H 0.15 -0.57 1.31
H -1.55 -1.66 -0.98
H 1.69 1.78 -0.89
H 0.03 0.30 -1.51
```

Summary:
- Molecular weight: 60.1 g/mol
- Net charge: +1
- HOMO level: -15.10 eV
- Kohn-Sham gap: 4.354 eV
- Multiplicity: 1

Mulliken charges in e: atom 1 (N): -0.355, atom 2 (C): -0.378, atom 3 (C): -1.151, atom 4 (C): -0.523, atom 5 (H): 0.478, atom 6 (H): 0.345, atom 7 (H): 0.316, atom 8 (H): 0.322, atom 9 (H): 0.303, atom 10 (H): 0.319, atom 11 (H): 0.275, atom 12 (H): 0.322, atom 13 (H): 0.327, atom 14 (H): 0.398

=====

Arrangement B

Entry from the Open Molecules 2025 dataset: a cluster of 2 separate species, C3H10N in total (ωB97M-V/def2-TZVPD).

Geometry as XYZ:
```
14
Properties=species:S:1:pos:R:3
N -1.91 1.35 -1.00
C -0.77 0.75 -0.29
C -0.61 -1.75 -0.46
C -0.83 -0.62 0.33
H -0.43 -2.78 -0.13
H -0.31 -1.52 -1.55
H -2.49 1.98 -0.40
H -1.57 -0.65 1.19
H -2.37 0.64 -1.56
H 6.19 0.19 1.99
H -1.57 2.07 -1.71
H 0.16 -0.80 1.03
H 6.52 -0.26 2.48
H -0.01 1.40 0.07
```

Summary:
- Molecular weight: 60.1 g/mol
- Net charge: +1
- HOMO level: -11.35 eV
- Kohn-Sham gap: 5.208 eV
- Multiplicity: 1

Mulliken charges in e: atom 1 (N): -0.313, atom 2 (C): -0.760, atom 3 (C): -0.334, atom 4 (C): -0.401, atom 5 (H): 0.335, atom 6 (H): 0.273, atom 7 (H): 0.340, atom 8 (H): 0.436, atom 9 (H): 0.381, atom 10 (H): -0.011, atom 11 (H): 0.373, atom 12 (H): 0.301, atom 13 (H): 0.011, atom 14 (H): 0.369

=====

Arrangement C

Entry from the Open Molecules 2025 dataset: a cluster of 2 separate species, C3H10N in total (ωB97M-V/def2-TZVPD).

Geometry as XYZ:
```
14
Properties=species:S:1:pos:R:3
N -1.91 0.35 0.54
C -2.58 1.44 0.38
C -1.92 -0.30 1.86
C 5.35 -1.12 -2.41
H -3.38 1.73 1.04
H 6.34 -1.51 -2.64
H -2.59 0.06 2.64
H -2.26 2.06 -0.46
H 5.39 -0.16 -1.90
H -2.37 -1.29 1.66
H 4.80 -0.95 -3.34
H -1.54 -0.20 -0.21
H 4.81 -1.85 -1.82
H -0.89 -0.55 2.10
```

Summary:
- Molecular weight: 60.1 g/mol
- Net charge: +1
- HOMO level: -14.97 eV
- Kohn-Sham gap: 9.031 eV
- Multiplicity: 1

Mulliken charges in e: atom 1 (N): -0.018, atom 2 (C): -0.066, atom 3 (C): -0.756, atom 4 (C): -0.893, atom 5 (H): 0.265, atom 6 (H): 0.221, atom 7 (H): 0.337, atom 8 (H): 0.278, atom 9 (H): 0.224, atom 10 (H): 0.339, atom 11 (H): 0.229, atom 12 (H): 0.310, atom 13 (H): 0.219, atom 14 (H): 0.310

=====

Arrangement D

Entry from the Open Molecules 2025 dataset: a cluster of 2 separate species, C3H10N in total (ωB97M-V/def2-TZVPD).

Geometry as XYZ:
```
14
Properties=species:S:1:pos:R:3
N 1.96 -1.97 2.10
C 1.82 -1.08 3.29
C -2.86 2.91 -4.20
C 1.06 -2.15 1.22
H -3.74 3.52 -4.33
H 0.85 -1.30 3.73
H 1.79 -0.06 2.92
H 0.19 -1.51 1.37
H 2.67 -1.26 3.92
H 2.76 -2.61 2.07
H -1.95 3.50 -4.28
H 1.22 -2.77 0.34
H -2.80 2.16 -4.98
H -2.96 2.61 -3.19
```

Summary:
- Molecular weight: 60.1 g/mol
- Net charge: +1
- HOMO level: -14.48 eV
- Kohn-Sham gap: 8.822 eV
- Multiplicity: 1

Mulliken charges in e: atom 1 (N): -0.025, atom 2 (C): -0.791, atom 3 (C): -0.938, atom 4 (C): -0.098, atom 5 (H): 0.241, atom 6 (H): 0.341, atom 7 (H): 0.345, atom 8 (H): 0.293, atom 9 (H): 0.325, atom 10 (H): 0.322, atom 11 (H): 0.235, atom 12 (H): 0.287, atom 13 (H): 0.227, atom 14 (H): 0.235

=====

Comparing the structures above, arrangement D comes out on top by 0.474 eV.